{
  "formula": "C51H108O35P2S6",
  "method": "ωB97M-V with the def2-TZVPD basis set",
  "symbols": ["H", "H", "C", "H", "O", "S", "O", "H", "H", "H", "O", "C", "H", "C", "H", "H", "C", "H", "H", "H", "H", "H", "H", "O", "C", "H", "H", "H", "O", "H", "O", "H", "H", "H", "H", "H", "O", "H", "O", "H", "H", "C", "H", "H", "H", "H", "O", "H", "H", "H", "H", "C", "H", "H", "S", "O", "H", "H", "C", "O", "H", "O", "O", "O", "H", "H", "S", "H", "O", "H", "O", "C", "H", "O", "H", "H", "O", "O", "C", "H", "C", "O", "O", "C", "C", "C", "H", "C", "H", "C", "P", "C", "C", "O", "H", "H", "P", "C", "C", "H", "C", "O", "H", "C", "C", "C", "C", "C", "O", "C", "H", "H", "H", "C", "H", "H", "H", "S", "H", "O", "C", "O", "H", "O", "H", "H", "H", "C", "O", "H", "H", "C", "H", "O", "C", "H", "H", "H", "H", "H", "C", "H", "H", "C", "H", "H", "H", "O", "C", "H", "H", "H", "O", "H", "H", "H", "O", "C", "S", "H", "C", "H", "H", "O", "C", "H", "H", "C", "H", "C", "H", "H", "H", "C", "C", "H", "H", "C", "H", "C", "H", "H", "C", "H", "H", "H", "H", "O", "C", "H", "H", "H", "H", "C", "H", "S", "C", "C", "C", "O", "C", "H"],
  "coordinates": [[-8.702, -0.946, 4.737], [6.120, 3.096, -5.655], [-1.977, -5.336, 7.069], [5.811, 1.326, -5.143], [-3.970, -4.231, -9.717], [-2.975, 1.835, 7.310], [0.329, -7.524, -2.235], [8.989, -0.056, -1.662], [4.816, 0.990, 5.340], [0.509, 0.200, 2.056], [4.763, -6.103, 5.545], [3.045, 6.246, 4.814], [6.006, 0.325, 7.286], [-4.523, 3.309, 5.791], [7.843, -1.276, -2.093], [6.628, -2.428, 1.086], [-10.366, 2.330, -1.461], [-4.288, -3.928, 6.356], [8.170, 6.069, 7.475], [-3.046, -6.668, -1.054], [-1.338, 2.764, 5.807], [0.705, -2.291, 0.673], [-4.647, -5.799, 4.601], [6.106, 4.928, 5.129], [8.567, -1.003, -1.326], [-5.507, -4.967, 7.069], [-2.683, 6.738, -10.880], [-0.542, 6.646, -1.316], [1.227, 10.428, -0.839], [2.775, -5.990, 5.599], [-8.352, -3.687, 1.428], [-8.885, -1.822, 0.352], [-3.037, 3.769, -6.314], [-5.523, -3.169, -6.656], [-2.871, -4.880, -1.223], [-7.591, 1.541, -0.349], [-8.503, 3.809, -2.881], [4.488, -2.354, -9.741], [-2.563, 5.958, -8.105], [2.112, 6.076, 4.276], [-7.211, -2.030, 0.504], [1.066, -1.272, 0.530], [-1.302, 5.597, -10.635], [-1.747, -2.905, -7.890], [-2.143, -5.316, -7.629], [8.041, 6.236, 5.661], [9.316, -3.636, 1.049], [2.549, 0.095, -10.418], [6.462, 1.631, -6.625], [-3.269, -4.920, -6.286], [-4.487, -6.848, 6.115], [5.806, 1.389, 7.162], [3.528, -2.127, -11.220], [-0.755, 0.031, -1.987], [8.607, -3.367, -0.130], [0.185, 9.493, 1.111], [-7.831, -3.107, -0.432], [4.897, -1.013, -10.684], [0.420, 9.466, -0.103], [-5.129, -5.675, -8.037], [5.541, -6.954, 9.052], [-0.993, 1.566, 0.392], [-3.100, 4.847, -9.965], [4.529, -4.732, 7.379], [6.482, 4.145, 6.976], [2.978, 11.726, -0.617], [-1.352, 0.136, 0.366], [-1.839, -3.093, -6.125], [3.203, -1.714, -6.903], [2.930, 10.614, 0.550], [-2.135, -7.539, 5.418], [0.029, 7.239, -0.602], [-8.688, 3.258, 1.322], [-2.625, -0.401, 0.692], [-5.450, 1.854, 7.354], [3.369, -6.384, 4.015], [-1.831, -5.305, 4.408], [4.555, 3.870, 3.270], [-4.781, -2.932, -7.419], [-10.945, 3.061, -2.025], [5.467, 1.778, 5.719], [3.492, 5.050, 5.428], [-3.030, 0.663, 6.455], [2.947, -0.669, -9.750], [-0.940, -7.320, -2.475], [-8.138, -2.604, 0.485], [-3.260, -4.469, 8.643], [-4.748, 2.673, 7.198], [5.582, 5.519, 6.906], [-10.240, 2.549, -0.006], [4.723, 4.189, 4.754], [3.559, -5.751, 4.881], [7.868, 5.608, 6.535], [-1.728, -8.101, -3.026], [1.337, 0.206, -1.028], [-8.934, 4.275, -0.127], [2.943, -0.133, -7.224], [-0.530, -0.566, -1.104], [-2.408, -3.135, -7.054], [-11.156, 2.983, 0.393], [-8.695, -3.517, 2.737], [-3.874, 4.080, -8.213], [-3.238, 4.374, 4.597], [-2.659, -5.853, -1.666], [9.602, -2.149, -1.142], [-2.355, 5.699, -10.898], [-2.163, 3.184, 6.382], [5.543, -2.247, -6.912], [-8.535, -2.297, 3.167], [0.002, -0.579, 1.487], [1.575, -8.960, -2.559], [-10.237, 1.637, 0.591], [5.835, -1.269, -7.296], [-4.257, -5.908, 5.613], [3.725, -4.700, 4.645], [-3.716, -1.858, -5.937], [-1.084, -5.834, 7.446], [-8.628, 2.478, -2.214], [8.543, 4.762, 6.664], [3.597, 0.021, -8.700], [-3.219, 4.152, 5.664], [-8.265, 1.303, -2.990], [-5.364, 3.986, 5.634], [4.608, 2.916, 5.827], [1.951, -7.547, -3.329], [7.263, 0.106, 0.006], [-3.119, -5.980, -2.646], [0.991, -0.806, -0.820], [-9.176, -4.355, 3.447], [2.088, -1.129, 0.882], [6.704, 1.945, 7.434], [1.093, -8.202, -3.176], [-1.122, -1.446, -1.354], [1.611, 0.385, -6.881], [7.159, -2.247, 0.151], [3.572, 6.742, 3.999], [6.534, -5.472, 8.969], [-0.355, -1.325, 2.197], [-10.062, -2.083, 4.735], [-3.354, -1.202, -7.466], [6.325, -6.434, 8.501], [5.294, -2.892, -7.755], [1.714, 11.835, 0.616], [-3.381, -5.187, 7.832], [-3.296, 5.179, 6.023], [-10.783, 1.363, -1.742], [0.636, -8.605, -4.080], [6.164, -6.292, 7.159], [3.057, 7.155, 5.960], [1.074, 6.951, -0.716], [3.577, 2.470, -5.689], [-1.696, 3.747, 7.189], [8.156, -4.455, -0.945], [4.333, -1.483, -5.177], [3.044, 8.191, 5.621], [2.178, -1.355, -9.393], [4.039, 0.620, -6.395], [7.823, -0.827, -0.065], [-2.413, -6.139, 5.463], [3.865, -3.016, -5.654], [-3.955, 3.962, -6.869], [-4.303, 4.890, -6.417], [6.335, 1.812, 5.061], [-2.557, 1.800, 8.714], [-2.864, -4.595, -7.244], [-4.718, 3.274, -6.505], [-6.835, 3.192, -0.672], [-3.539, -2.155, -6.970], [-1.779, -4.265, 7.106], [4.245, -2.087, -6.080], [-3.560, -6.137, 8.336], [-5.291, -2.257, -8.106], [1.376, -1.521, -1.547], [6.457, 5.084, 6.423], [4.033, -1.615, -10.401], [-2.617, 5.406, -11.914], [8.501, -0.668, 0.774], [5.137, -5.614, 6.725], [6.359, -2.778, -6.423], [-9.015, -1.953, 4.460], [7.160, -7.111, 8.681], [4.008, 7.017, 6.474], [4.311, 1.996, -6.340], [-4.660, 2.473, 5.106], [-0.342, 7.125, 0.417], [4.144, 2.277, -7.379], [4.994, 1.535, 7.873], [-1.287, -6.182, -1.880], [2.222, 11.160, -0.073], [-8.617, -2.591, 5.250], [10.332, -1.802, -0.409], [10.068, -2.729, -1.938], [-4.572, 3.350, 8.034], [-4.461, -4.924, 6.765], [6.455, -2.605, -0.601], [-4.320, -4.515, -8.330], [-8.880, 3.254, 0.249], [-3.153, 5.053, -8.679], [-7.743, 2.598, -0.567], [-0.104, 8.576, -0.981], [5.778, 2.095, -5.915], [2.227, 6.893, 6.616]],
  "homo_lumo_gap_ev": 9.875,
  "total_charge": 0
}